<one>
An isolated molecule of C4H4O3. Source: OMol25; level of theory: the ωB97M-V functional and the def2-TZVPD basis.

Element x y z (Å)
O (-1.36, 1.57, 1.01)
C (-0.91, 1.16, -0.03)
C (-0.03, -0.07, -0.15)
C (1.35, 0.32, -0.63)
O (1.63, 1.49, -0.63)
C (-0.30, -1.26, 0.67)
O (-0.69, -1.20, -0.70)
H (-1.10, 1.66, -1.01)
H (2.08, -0.44, -0.96)
H (0.50, -1.97, 0.87)
H (-1.10, -1.22, 1.41)

Values from the calculation:
Orbital gap (Ha): 0.37952
Total charge: 0

***

<two>
A cluster of 2 separate species, C4H4O3 in total. Source: OMol25; level of theory: the ωB97M-V functional and the def2-TZVPD basis.

Element x y z (Å)
O (3.47, -1.62, 0.82)
C (2.49, -2.18, 0.94)
O (1.03, 0.11, 1.02)
C (-0.12, -0.25, 0.92)
C (-1.12, 0.43, -0.01)
C (-0.73, 1.01, -1.29)
O (-1.55, -0.15, -1.24)
H (-1.96, 0.89, 0.52)
H (-0.53, -1.03, 1.60)
H (0.24, 0.83, -1.74)
H (-1.20, 1.96, -1.54)

Values from the calculation:
Orbital gap (Ha): 0.39304
Total charge: 0

***

<three>
A cluster of 2 separate species, C4H4O3 in total. Source: OMol25; level of theory: the ωB97M-V functional and the def2-TZVPD basis.

Element x y z (Å)
O (-1.56, 0.70, 1.72)
C (-0.75, 1.20, 0.97)
C (0.24, 0.39, 0.32)
C (1.55, 0.20, 0.35)
O (1.52, 1.04, -0.63)
H (-0.69, 2.28, 0.73)
H (2.38, -0.29, 0.85)
C (-0.67, -1.37, -1.07)
O (-1.04, -0.85, -2.10)
H (-1.31, -1.45, -0.17)
H (0.33, -1.84, -0.97)

Values from the calculation:
Orbital gap (Ha): 0.33644
Total charge: 0

***

Which structure is the most stable? The one labeled <one>.

***

<one>
An isolated molecule of C4H4O3. Source: OMol25; level of theory: the ωB97M-V functional and the def2-TZVPD basis.

Element x y z (Å)
O (-1.36, 1.52, 1.04)
C (-0.86, 1.18, 0.00)
C (-0.03, -0.08, -0.15)
C (1.34, 0.27, -0.67)
O (1.66, 1.44, -0.65)
C (-0.33, -1.25, 0.69)
O (-0.78, -1.17, -0.65)
H (-0.99, 1.74, -0.94)
H (2.04, -0.50, -1.03)
H (0.41, -2.02, 0.86)
H (-1.08, -1.13, 1.48)

Values from the calculation:
Orbital gap (Ha): 0.37740
Total charge: 0

***

<two>
A structure of composition C4H4O3. Source: OMol25; level of theory: the ωB97M-V functional and the def2-TZVPD basis.

Element x y z (Å)
O (-1.58, -1.54, -0.55)
C (-0.94, -0.58, -0.31)
O (1.30, -0.46, -1.01)
C (1.62, -0.60, 0.36)
C (0.36, -0.09, 0.12)
C (-1.30, 0.91, -0.07)
O (-0.02, 1.22, 0.36)
H (2.30, 0.14, 0.73)
H (1.81, -1.62, 0.64)
H (-2.03, 1.15, 0.69)
H (-1.53, 1.48, -0.96)

Values from the calculation:
Orbital gap (Ha): 0.39643
Total charge: 0

***

<three>
An isolated molecule of C4H4O3. Source: OMol25; level of theory: the ωB97M-V functional and the def2-TZVPD basis.

Element x y z (Å)
C (-1.53, 0.28, -0.52)
C (-0.39, -0.67, -0.36)
O (-0.19, -1.65, -1.04)
C (0.60, -0.40, 0.78)
O (0.41, -0.75, 1.92)
C (1.88, 0.34, 0.39)
O (1.93, 0.96, -0.64)
H (-2.10, 0.37, 0.42)
H (-2.19, -0.05, -1.33)
H (-1.13, 1.28, -0.76)
H (2.70, 0.30, 1.13)

Values from the calculation:
Orbital gap (Ha): 0.32521
Total charge: 0

***

Which structure is the most stable? The one labeled <three>.

***

<one>
An isolated molecule of C4H4O3. Source: OMol25; level of theory: the ωB97M-V functional and the def2-TZVPD basis.

Element x y z (Å)
C (1.93, -0.63, -0.15)
C (0.64, 0.01, 0.21)
O (-0.19, -0.08, -0.82)
C (-1.73, 0.86, 0.85)
O (-1.79, 1.61, 1.77)
C (-1.46, 0.40, -0.50)
O (-2.16, -0.37, 0.52)
H (2.74, 0.02, 0.21)
H (2.08, -0.92, -1.20)
H (1.98, -1.53, 0.49)
H (-2.04, 0.64, -1.38)

Values from the calculation:
Orbital gap (Ha): 0.35662
Total charge: 0

***

<two>
An isolated molecule of C4H4O3. Source: OMol25; level of theory: the ωB97M-V functional and the def2-TZVPD basis.

Element x y z (Å)
O (0.28, 0.21, 2.49)
C (-0.25, -0.06, 1.44)
C (-0.97, 0.96, 0.57)
O (-1.35, 0.27, -0.60)
C (-0.93, -1.03, -0.48)
O (-1.22, -1.93, -1.24)
C (-0.22, -1.42, 0.80)
H (-1.89, 1.36, 1.05)
H (-0.32, 1.82, 0.31)
H (-0.81, -2.11, 1.38)
H (0.78, -1.78, 0.64)

Values from the calculation:
Orbital gap (Ha): 0.38229
Total charge: 0

***

<three>
A structure of composition C4H4O3. Source: OMol25; level of theory: the ωB97M-V functional and the def2-TZVPD basis.

Element x y z (Å)
C (-1.70, 0.35, -0.48)
C (-0.92, -0.76, 0.15)
O (-1.06, -1.93, 0.10)
C (1.00, -0.08, 0.05)
O (0.17, -0.24, 1.03)
C (2.40, 0.22, 0.34)
O (2.82, 1.35, 0.35)
H (-2.66, 0.38, 0.05)
H (-1.89, 0.10, -1.53)
H (-1.20, 1.31, -0.40)
H (3.04, -0.69, 0.34)

Values from the calculation:
Orbital gap (Ha): 0.33771
Total charge: 0

***

<four>
An isolated molecule of C4H4O3. Source: OMol25; level of theory: the ωB97M-V functional and the def2-TZVPD basis.

Element x y z (Å)
C (1.42, 1.25, 0.68)
C (0.38, 0.75, 0.02)
O (-0.99, 0.93, 0.10)
C (-0.92, -0.51, 0.42)
O (-0.97, -1.03, 1.50)
C (-1.06, -1.27, -0.90)
O (-0.36, -1.15, -1.87)
H (2.28, 0.59, 0.67)
H (1.47, 2.26, 1.04)
H (0.69, 0.10, -0.78)
H (-1.94, -1.92, -0.89)

Values from the calculation:
Orbital gap (Ha): 0.33781
Total charge: 0

***

Which structure is the most stable? The one labeled <two>.

***

<one>
A structure of composition CN3O3. Source: OMol25; level of theory: the ωB97M-V functional and the def2-TZVPD basis.

Element x y z (Å)
C (-2.11, 0.15, 0.04)
N (-3.19, 0.07, 0.44)
N (0.87, -0.90, -0.43)
N (1.52, 0.02, 0.05)
O (2.62, -0.57, -0.30)
O (1.34, 0.94, 0.77)
O (-1.05, 0.29, -0.57)

Values from the calculation:
Orbital gap (spin up / spin down) (Ha): 0.27180 / 0.27190
Total charge: -1

***

<two>
A cluster of 2 separate species, CN3O3 in total. Source: OMol25; level of theory: the ωB97M-V functional and the def2-TZVPD basis.

Element x y z (Å)
C (0.02, -0.41, 1.34)
N (-0.60, -0.05, 2.24)
N (-0.15, 0.96, -1.03)
N (0.03, -0.21, -1.06)
O (0.70, -0.98, 0.58)
O (0.20, -1.05, -1.97)
O (-0.20, 1.73, -0.10)

Values from the calculation:
Orbital gap (spin up / spin down) (Ha): 0.27744 / 0.27746
Total charge: -1

***

Which structure is the most stable? The one labeled <two>.